The following is a quantum chemistry calculation of a structure of composition C39H35BBr2CdN9O3S3, from the OMol25 dataset.

Each line ends with the Löwdin charge.
Positions of all 93 atoms, in Å:
Cd1 -0.2964 -0.4215 0.5031  1.29
C1 1.3002 -4.6915 -0.5162  -0.04
C2 0.6622 -3.3385 -0.5978  -0.28
N1 0.4275 -2.6131 0.4261  -0.05
N2 0.8079 -3.0733 1.6586  0.03
C3 0.1158 -2.4823 2.6190  -0.54
O1 -0.8529 -1.6771 2.4736  -0.18
C4 0.5494 -2.8283 4.0132  -0.14
C5 1.7601 -3.4699 4.2588  -0.03
C6 2.1541 -3.7440 5.5590  -0.09
C7 1.3410 -3.3852 6.6269  -0.11
C8 0.1315 -2.7490 6.3869  -0.09
C9 -0.2590 -2.4692 5.0853  -0.03
C10 0.2365 -2.8127 -1.9233  -0.25
C11 0.5578 -3.4980 -3.0897  -0.02
C12 0.0891 -3.0252 -4.3039  -0.07
C13 -0.6855 -1.8838 -4.3198  -0.09
C14 -0.9293 -1.2477 -3.1126  -0.21
N3 -0.4889 -1.6887 -1.9429  0.07
H1 1.3739 -4.9941 0.5234  0.06
H2 0.7229 -5.4279 -1.0774  0.08
H3 2.3060 -4.6611 -0.9439  0.09
H4 2.3854 -3.7331 3.4171  0.10
H5 3.1031 -4.2327 5.7424  0.10
H6 1.6519 -3.5980 7.6425  0.09
H7 -0.5067 -2.4664 7.2156  0.10
H8 -1.1938 -1.9673 4.8794  0.09
H9 1.1701 -4.3869 -3.0476  0.10
H10 0.3402 -3.5372 -5.2240  0.11
H11 -1.0610 -1.4641 -5.2420  0.11
H12 -1.4988 -0.3273 -3.0949  0.09
C15 -1.9000 0.7951 4.6027  -0.06
N4 -0.7136 1.5839 4.3694  -0.12
C16 0.4422 1.5566 5.1270  -0.07
C17 1.3125 2.3853 4.5200  -0.11
N5 0.7145 2.9024 3.3885  -0.05
B1 1.4466 3.8215 2.3980  -0.47
N6 2.1870 2.9755 1.2530  0.01
C18 2.9136 3.6572 0.3016  -0.08
C19 3.5572 2.7584 -0.4808  -0.06
N7 3.2203 1.5161 -0.0015  -0.13
C20 3.7307 0.2483 -0.4946  -0.06
C21 2.3702 1.6636 1.0478  -0.71
S1 1.7273 0.3187 1.9164  0.63
C22 -0.5422 2.4062 3.3018  -0.81
S2 -1.7185 2.6862 2.1148  0.55
H13 -1.9570 0.5514 5.6634  0.09
H14 -1.8689 -0.1188 4.0064  0.06
H15 -2.7699 1.3768 4.3041  0.05
H16 0.5336 0.9470 6.0080  0.11
H17 2.3261 2.6369 4.7736  0.11
H18 0.6982 4.5899 1.8541  0.06
H19 2.3351 4.3867 3.0040  0.07
H20 2.9087 4.7322 0.2710  0.12
H21 4.2089 2.8794 -1.3283  0.11
H22 4.3176 0.4448 -1.3883  0.08
H23 2.9065 -0.4094 -0.7596  0.05
H24 4.3447 -0.2235 0.2721  0.09
Br1 -2.0729 4.3506 -4.2336  0.75
C23 -1.5569 3.1830 -2.8416  -0.66
C24 -0.2607 3.1683 -2.3936  -0.09
C25 0.0672 2.2429 -1.4093  -0.16
N8 -0.8187 1.4158 -0.8731  0.04
C26 -2.0996 1.5000 -1.2560  -0.27
C27 -2.5077 2.3490 -2.2682  -0.07
C28 -3.0910 0.6877 -0.4881  -0.24
C29 -4.4438 1.0097 -0.4981  -0.05
C30 -5.2976 0.2429 0.2698  -0.67
Br2 -7.1418 0.6513 0.2966  0.76
C31 -4.8146 -0.8033 1.0322  -0.09
C32 -3.4502 -1.0353 0.9976  -0.11
N9 -2.6222 -0.3127 0.2532  0.04
H25 0.4976 3.8210 -2.7972  0.11
H26 1.0697 2.2072 -1.0195  0.07
H27 -3.5316 2.3736 -2.6081  0.10
H28 -4.8173 1.8567 -1.0515  0.10
H29 -5.4664 -1.4051 1.6476  0.10
H30 -2.9819 -1.8053 1.5993  0.10
O2 7.9652 1.8024 -5.7371  0.09
C33 7.4580 0.6110 -5.3081  -0.50
O3 8.1643 -0.3628 -5.3555  0.09
C34 6.0607 0.6170 -4.8252  -0.17
C35 5.3285 1.7771 -4.5513  -0.06
C36 4.0207 1.7124 -4.1174  -0.15
C37 3.3542 0.4794 -3.9377  -0.76
S3 1.7250 0.3931 -3.3818  0.61
C38 4.1164 -0.6802 -4.2042  -0.12
C39 5.4247 -0.6126 -4.6294  -0.03
H31 7.2666 2.4657 -5.7234  0.07
H32 5.7777 2.7632 -4.6398  0.10
H33 3.4738 2.6232 -3.9061  0.09
H34 3.6395 -1.6425 -4.0612  0.09
H35 5.9894 -1.5151 -4.8259  0.11

Results
- E_HOMO: -4.5 eV
- Total charge: -1
- E: -238403.124 eV
- Orbital gap: 0.218 Eh
- Energy above the lowest of the compared OMol25 structures with the same formula, charge and spin: 0.0000 eV